(1)
Computed, not measured: a cluster of 6 separate species, H12O6 in total, with ωB97M-V/def2-TZVPD.

Last column: natural (NBO) charge in e.
Positions of all 18 atoms, in Å:
O -13.2019 16.9188 -14.8546  -0.9527
H -13.4817 16.1451 -14.3653  0.4820
H -13.2271 16.6450 -15.7714  0.4817
O -13.1023 20.7313 -14.3208  -0.9582
H -13.8507 20.1645 -14.1339  0.4852
H -12.4153 20.1327 -14.6140  0.4612
O -16.8884 16.2899 -13.0828  -0.9572
H -16.7705 17.2108 -13.3157  0.4786
H -17.5827 16.2959 -12.4239  0.4663
O -15.0175 18.7136 -13.3971  -0.9878
H -14.4817 18.0081 -13.7598  0.4952
H -15.8138 18.7075 -13.9282  0.4856
O -14.9745 18.8847 -10.4996  -0.9549
H -15.0767 19.2119 -11.3933  0.4885
H -14.1842 18.3455 -10.5304  0.4620
O -17.5668 18.4801 -14.4881  -0.9592
H -17.5183 18.4405 -15.4433  0.4888
H -18.4307 18.8503 -14.3068  0.4951

Cartesian forces, eV/Å:
O -0.0203 0.2479 0.1939
H -0.0214 -0.3804 0.1982
H -0.0099 0.0062 -0.2859
O 0.2767 0.4910 -0.1967
H -0.3924 -0.3583 0.2902
H 0.1688 -0.1225 -0.0428
O 0.2386 -0.6850 0.0869
H -0.1198 0.0299 0.0752
H -0.0781 -0.0615 0.1986
O 0.1744 0.4555 0.1914
H 0.4747 -0.3106 -0.2403
H -0.4575 0.3104 -0.1481
O -0.1683 0.0955 0.5910
H 0.0273 -0.0644 -0.4480
H 0.1323 -0.0957 -0.0339
O -0.0413 0.3885 -0.3150
H 0.0277 -0.1097 -0.3400
H -0.2115 0.1633 0.2252

Computed properties:
* relative energy (zero: lowest compared OMol25 entry of this formula, charge and spin): 28.6 kcal per mole
* strongest force on any atom: 0.014 Eh/bohr
* SMILES: O.O.O.O.O.O
* multiplicity: 1



(2)
Computed, not measured: a cluster of 2 separate species, C12H18FN4O5 in total in a non-equilibrium geometry, with ωB97M-V/def2-TZVPD.

Last column: natural (NBO) charge in e.
Positions of all 40 atoms, in Å:
C -3.7790 0.4587 -2.9819  -0.6490
C -2.1588 0.6301 -3.1649  -0.4330
C -1.4232 1.5544 -2.0281  -0.2377
N -1.6756 1.1355 -0.5966  -0.6747
C -0.4686 0.4970 0.0542  0.4019
N -0.1349 1.1130 1.4249  -0.6231
C 1.0660 0.3078 1.9074  0.1452
C 1.7320 0.6282 3.3956  -0.4497
C 0.5390 0.2281 4.4948  -0.5189
C 0.3574 1.3590 5.6814  0.6851
N -0.2173 0.8877 7.0264  -0.9061
O 0.6652 2.6640 5.5486  -0.5903
C 1.4530 -0.8122 0.7744  -0.0943
N 0.4386 -0.6363 -0.3741  -0.4223
C 0.3421 -1.4197 -1.6776  -0.3142
C 1.5850 -2.5049 -1.6629  0.8248
O 1.4726 -3.6614 -0.9546  -0.5686
F 2.8228 -2.1417 -2.4008  -0.3036
H -4.2817 1.3903 -2.4822  0.2100
H -3.9830 -0.4708 -2.2617  0.1971
H -4.2876 0.1605 -4.0168  0.2285
H -1.6998 -0.4370 -3.3114  0.2152
H -2.0013 1.1954 -4.2045  0.2240
H -1.6465 2.6940 -2.2474  0.1989
H -0.2498 1.4275 -2.2070  0.2219
H -2.5466 0.5727 -0.4808  0.3731
H -0.6069 1.8963 1.9278  0.4480
H 2.0418 1.7725 3.5100  0.2657
H 2.6376 -0.1053 3.6539  0.2463
H 0.7060 -0.8602 4.9539  0.2530
H -0.5040 0.1604 3.9207  0.2499
H 0.1271 1.4827 7.8120  0.3930
H -1.2577 0.8906 6.9440  0.3881
H 2.3203 -1.5952 0.8734  0.2810
H -0.7287 -1.9336 -1.7941  0.2492
H 0.4203 -0.6510 -2.5875  0.2575
C 3.2201 -2.0169 -5.6312  0.8927
O 2.9555 -3.1603 -5.9694  -0.7362
O 2.4898 -1.0347 -5.8070  -0.6735
O 4.2590 -1.6649 -5.0608  -0.6549

Cartesian forces, eV/Å:
C 0.0777 -1.0923 0.4511
C -0.5627 0.7556 -1.1458
C 1.1847 -0.5552 -1.6043
N 2.3826 -1.8445 0.1075
C -0.9076 1.7541 0.6757
N 3.4961 -5.0857 -2.1689
C 0.0329 -1.7136 -3.2036
C -1.0085 -0.8813 -0.2245
C -0.5780 0.2509 0.2489
C 0.7195 5.0589 0.5169
N 0.6925 0.7519 -2.3228
O -1.4036 -7.9702 0.4356
C -2.7338 4.2203 2.6905
N 0.4955 1.9164 3.5593
C 0.4281 0.5151 -0.6409
C 0.1639 -5.1982 2.5488
O 1.1848 7.9822 -4.9575
F -4.4352 -1.1087 2.6788
H 0.9205 -1.6587 -1.2043
H 0.3537 2.0124 -1.4388
H 1.0955 0.9009 2.2876
H -0.7237 2.1288 0.4940
H -0.1657 -1.2204 2.2760
H 0.0824 -2.2677 0.7375
H -2.5727 0.4574 0.3656
H 0.9577 0.4932 -0.3062
H 0.5588 -1.2316 -1.0489
H -0.7673 -2.6157 -0.3261
H -1.9343 1.8470 -1.0212
H -0.2576 2.6402 -0.8347
H 2.1671 0.3128 1.2755
H -0.7105 -0.2517 -1.2936
H 1.2417 -0.0284 0.2851
H -2.1734 1.7166 -0.5522
H 2.6514 0.6487 0.5186
H 0.2568 -1.7124 1.9039
C 0.3009 0.1484 0.1503
O -0.6951 -2.6371 -0.7648
O -3.4223 2.5681 -0.9656
O 3.6067 -0.0063 1.8178

Computed properties:
* total energy: -1162.63614 Ha
* strongest force on any atom: 0.184 Eh/bohr
* net charge: -1
* multiplicity: 1



(3)
Computed, not measured: a cluster of 2 separate species, C3H10NS in total, with ωB97M-V/def2-TZVPD.

Last column: natural (NBO) charge in e.
Positions of all 15 atoms, in Å:
C -1.7570 -1.0634 -2.1681  -0.7414
S -1.8633 0.7491 -1.9088  -0.7357
H -2.7749 -1.4470 -2.2157  0.1796
H -1.2979 -1.6149 -1.3348  0.1544
H -1.1558 -1.3108 -3.0423  0.1720
C 1.1751 0.2331 -0.1009  -0.4400
N 1.1065 -0.2016 1.3166  -0.6445
C 0.7244 0.8772 2.2137  -0.4145
H 0.2197 0.1479 -0.6344  0.2463
H 1.8768 -0.4196 -0.6314  0.1684
H 1.4880 1.2657 -0.1414  0.1766
H 0.3486 -0.8720 1.3444  0.3470
H -0.3526 1.0291 2.2767  0.1798
H 1.1773 0.7951 3.2053  0.1696
H 1.0853 1.8320 1.8210  0.1824

Cartesian forces, eV/Å:
C -0.0264 0.2231 0.5486
S 0.0090 -0.0523 -0.0107
H 0.0146 -0.2820 -0.4554
H 0.1205 0.2189 0.1243
H -0.2699 -0.1079 -0.2658
C -0.2060 -0.9217 0.0570
N -0.1340 0.0635 -0.2254
C 0.1179 0.7549 -0.2207
H 0.0225 0.3515 0.1859
H 0.1983 0.2589 0.0415
H 0.2514 0.2220 -0.1729
H 0.1575 -0.2105 0.1171
H -0.2323 -0.1349 0.2611
H -0.2033 -0.3111 0.0753
H 0.1801 -0.0723 -0.0599

Computed properties:
* relative energy (zero: lowest compared OMol25 entry of this formula, charge and spin): 31.4 kcal per mole
* strongest force on any atom: 0.018 Eh/bohr
* net charge: -1
* multiplicity: 1



(4)
Computed, not measured: a cluster of 11 separate species, C33H88O11 in total in a non-equilibrium geometry, with ωB97M-V/def2-TZVPD.

Last column: Löwdin charge in e.
Positions of all 132 atoms, in Å:
C 3.3951 4.8482 4.2291  -0.0692
C 3.2017 3.4001 3.8003  -0.4315
C 2.6960 3.3392 2.3215  -0.0479
O 4.4670 2.6206 3.9012  -0.0886
H 3.8458 4.9399 5.2296  0.0798
H 2.4107 5.3266 4.3030  0.0831
H 4.0760 5.3922 3.5717  0.0771
H 2.4879 2.8491 4.4149  0.0994
H 3.2588 4.0223 1.6890  0.0652
H 1.6301 3.5684 2.3083  0.0741
H 2.8623 2.3072 2.0010  0.0607
H 5.0921 3.0502 3.2895  0.0868
C -3.7339 -4.1508 -5.2138  -0.0560
C -2.3174 -4.0296 -4.7507  -0.4612
C -1.3272 -4.1827 -5.8968  -0.0516
O -2.2134 -2.6846 -4.2279  -0.0840
H -4.4078 -3.7562 -4.4389  0.0697
H -4.0542 -5.1894 -5.3446  0.0870
H -3.9325 -3.6351 -6.1524  0.0880
H -2.1102 -4.7255 -3.9355  0.1415
H -0.2950 -4.2063 -5.5354  0.0647
H -1.4397 -3.3561 -6.5982  0.0859
H -1.4969 -5.0954 -6.4873  0.0856
H -1.3721 -2.5614 -3.7537  0.0801
C 4.6795 2.0808 -1.7511  -0.0770
C 4.6133 3.5462 -2.0181  -0.4753
C 3.1515 3.9657 -2.4246  -0.0463
O 5.0282 4.2147 -0.8012  -0.0705
H 4.6560 1.5775 -2.7290  0.0858
H 3.8405 1.7091 -1.1761  0.0709
H 5.6372 1.8148 -1.3060  0.0828
H 5.2765 3.7589 -2.8668  0.1311
H 2.6344 3.1847 -2.9646  0.0650
H 3.1989 4.8885 -3.0229  0.0716
H 2.6176 4.2679 -1.5208  0.0712
H 5.1926 5.1487 -1.0175  0.0930
C -3.5565 5.7394 -4.6467  -0.0805
C -3.5595 5.7568 -3.1452  -0.4466
C -2.3806 4.9215 -2.5433  -0.0688
O -3.4362 7.1879 -2.7727  -0.0765
H -2.5806 5.9884 -5.0876  0.0844
H -4.2931 6.4245 -5.0628  0.0791
H -3.7478 4.7263 -5.0326  0.0851
H -4.5294 5.3755 -2.7773  0.1292
H -2.2313 5.1226 -1.4736  0.0720
H -1.4258 5.3089 -2.9387  0.0792
H -2.4426 3.8596 -2.7929  0.0659
H -3.4170 7.2612 -1.8113  0.0755
C -3.8740 -1.5474 0.0366  -0.0415
C -4.1423 -2.0471 -1.3669  -0.4976
C -5.5913 -2.3324 -1.6674  -0.0560
O -3.6201 -1.1194 -2.3172  -0.0827
H -4.4259 -0.6345 0.2695  0.0698
H -2.7990 -1.3916 0.1448  0.0569
H -4.1482 -2.3148 0.7659  0.0855
H -3.5785 -2.9918 -1.4830  0.1412
H -5.7023 -2.6919 -2.7003  0.0670
H -6.2065 -1.4209 -1.6474  0.0834
H -6.0529 -3.0821 -1.0190  0.0820
H -3.1262 -1.6171 -3.0204  0.0658
C -5.1286 2.2711 -0.8045  -0.0602
C -5.8770 2.3263 0.4853  -0.5521
C -4.9568 2.5296 1.6551  -0.0493
O -6.7107 3.4333 0.4801  -0.0376
H -4.4989 1.4244 -1.0921  0.0596
H -4.5136 3.1725 -0.9527  0.0773
H -5.8270 2.3559 -1.6608  0.0880
H -6.4529 1.4251 0.6969  0.1354
H -3.9598 2.1393 1.4621  0.0666
H -5.4464 2.1794 2.5601  0.0807
H -4.8036 3.6091 1.7930  0.0900
H -7.5270 3.1793 0.0279  0.1020
C 1.3676 0.3765 5.0844  -0.0691
C 1.0572 -0.3125 6.4571  -0.4341
C 1.6884 -1.7162 6.4449  -0.0655
O 1.6516 0.4751 7.5302  -0.0565
H 0.9699 1.3959 5.0995  0.0684
H 0.9600 -0.1806 4.2396  0.0707
H 2.4572 0.3879 4.9209  0.0754
H -0.0372 -0.4179 6.4434  0.1309
H 1.5068 -2.2049 7.4078  0.0769
H 2.7631 -1.6322 6.2929  0.0781
H 1.2877 -2.3480 5.6444  0.0566
H 2.3275 1.0399 7.1394  0.0761
C 2.8551 -3.7565 -3.2532  -0.0714
C 2.1064 -2.4793 -3.1248  -0.5069
C 1.9819 -1.7629 -4.4308  -0.0635
O 0.7932 -2.7609 -2.5673  -0.0715
H 3.9416 -3.6109 -3.2925  0.0864
H 2.5098 -4.4542 -4.0115  0.0805
H 2.7583 -4.2987 -2.2908  0.0871
H 2.6767 -1.8149 -2.4492  0.1375
H 1.3563 -2.3423 -5.1318  0.0762
H 2.9352 -1.6552 -4.9573  0.0854
H 1.4895 -0.7949 -4.3072  0.0801
H 0.3655 -1.9066 -2.3545  0.0438
C -0.3585 -5.9383 3.4123  -0.0766
C 0.6913 -4.9853 2.8968  -0.4515
C -0.0191 -3.7546 2.2773  -0.0516
O 1.5556 -4.5674 3.9860  -0.0721
H 0.0337 -6.7550 4.0350  0.0838
H -0.8266 -6.5059 2.5850  0.0884
H -1.1762 -5.4461 3.9433  0.0832
H 1.3580 -5.4111 2.1481  0.1369
H -0.7944 -4.0636 1.5769  0.0806
H 0.7352 -3.0883 1.8706  0.0592
H -0.5632 -3.2606 3.0907  0.0839
H 1.1033 -4.5833 4.8313  0.0788
C 4.7846 -0.5495 2.3355  -0.0549
C 4.3502 -2.0200 2.4443  -0.4302
C 5.5384 -2.9269 2.8401  -0.0669
O 3.2858 -2.1125 3.4863  -0.0918
H 3.9889 -0.0134 1.8084  0.0605
H 5.6879 -0.5376 1.7315  0.0758
H 4.8449 -0.1200 3.3292  0.0722
H 3.9310 -2.3478 1.4724  0.1289
H 6.4562 -2.7854 2.2471  0.0739
H 5.2693 -3.9863 2.7443  0.0711
H 5.8224 -2.7584 3.8821  0.0794
H 2.6743 -2.8415 3.2785  0.0412
C -1.3073 1.4893 -0.3797  -0.0393
C -0.2683 0.4687 -0.7760  -0.4635
C 0.1889 -0.3992 0.3836  -0.0520
O -0.7874 -0.3896 -1.8143  -0.0775
H -1.4610 2.2101 -1.1898  0.0744
H -0.9434 2.0864 0.4532  0.0853
H -2.2464 0.9909 -0.1306  0.0647
H 0.6541 0.9398 -1.1428  0.1322
H 1.0926 -0.9822 0.1359  0.0761
H -0.5928 -1.0988 0.6764  0.0648
H 0.5806 0.1989 1.2198  0.0800
H -1.7315 -0.1559 -1.9083  0.0677

Cartesian forces, eV/Å:
C -0.0316 -0.2418 1.0572
C 1.1938 -0.4198 -1.3400
C 0.3280 -0.5013 1.3546
O -1.0228 1.1456 -0.2284
H -0.1770 -0.3072 -0.1877
H 0.2552 0.1584 -0.3111
H -0.2953 -0.0311 -0.2926
H 0.2586 0.2173 0.1653
H -0.0225 0.0273 -0.1168
H 0.0073 0.0901 -0.2321
H -0.1872 0.1410 -0.2324
H -0.2862 -0.2673 0.3121
C -1.2145 -0.4719 0.3556
C 0.4479 0.7088 -0.2209
C 0.1906 -0.4656 -0.1630
O 0.3545 0.1963 0.4559
H 0.1844 0.0695 -0.2570
H 0.3174 -0.0031 -0.0977
H 0.1496 0.1842 0.0435
H 0.0231 -0.1304 -0.0629
H -0.0946 0.0607 -0.0241
H -0.0219 0.1558 0.1269
H -0.0231 0.0746 0.3572
H -0.0171 -0.3385 -0.3408
C 0.4246 -0.7572 -0.8210
C -1.2314 0.4996 0.1715
C 1.3540 1.0236 0.4759
O 0.0302 0.4216 -0.9524
H -0.1316 -0.0547 0.2303
H -0.0596 -0.0014 0.3750
H -0.1061 -0.0342 0.2578
H 0.1535 0.2769 0.3516
H -0.1289 -0.1188 -0.1226
H -0.1152 -0.3674 -0.1124
H -0.1133 -0.4530 0.0368
H -0.1186 -0.4555 0.1725
C 0.3555 -0.5601 -0.8633
C 0.7294 0.7039 0.9063
C 0.2165 1.3228 -0.3410
O -0.0308 -1.3756 -0.2398
H -0.1237 0.2442 0.4211
H -0.0806 -0.0425 0.0885
H -0.2443 0.2142 0.2433
H 0.3497 0.1490 -0.0057
H -0.6076 -0.4975 -0.0140
H -0.3763 -0.1560 -0.3542
H -0.1644 0.1040 0.2656
H -0.0394 -0.1391 -0.0906
C 0.0895 -0.2371 0.1144
C 0.5532 -0.6457 -0.2027
C -0.8495 0.1646 -0.6909
O 0.5615 0.0440 -0.4654
H 0.0726 0.0425 -0.0574
H -0.0831 0.2075 0.0502
H -0.1267 0.0778 -0.0348
H -0.1495 0.1760 0.0520
H 0.1835 -0.0550 0.2211
H 0.2422 -0.0767 0.2875
H 0.2064 0.1052 0.1256
H -0.7637 0.2580 0.5282
C 0.1008 0.4796 -2.4516
C 1.0501 -0.7765 0.5275
C 0.4072 0.8335 0.3730
O -1.6942 0.8477 -0.1945
H -0.1061 -0.2229 0.7211
H 0.0033 -0.1214 0.4767
H -0.0344 -0.1794 0.3880
H -0.1128 -0.2973 -0.3914
H -0.0683 -0.5333 0.3623
H 0.4307 -0.2408 0.2030
H -0.1000 -0.1335 -0.1291
H 0.1582 0.3246 0.0490
C 0.3043 -0.2660 0.8569
C 1.4496 0.0102 -1.8982
C -0.3142 0.2546 0.4855
O -1.2054 -0.6188 -0.5142
H 0.0159 -0.1024 -0.1311
H -0.1824 0.0094 0.1154
H -0.2349 0.1539 0.0759
H 0.1880 0.4405 1.1235
H 0.0499 0.0014 -0.1039
H 0.0375 -0.0249 -0.0279
H -0.0277 0.2189 0.0572
H -0.0996 -0.1257 -0.0749
C 0.6958 -1.3675 1.7180
C -0.4599 0.5525 0.3486
C -0.6350 0.0610 -1.2403
O 0.4985 0.5091 -0.2521
H -0.2455 0.1907 -0.5848
H -0.0543 0.2519 -0.3353
H -0.1842 0.1386 -0.3670
H -0.3020 -0.2621 0.1290
H 0.0506 0.0634 0.3227
H 0.0532 0.2323 0.3379
H 0.1945 0.0559 -0.0528
H 0.0985 -0.2943 0.0178
C -0.3412 -1.6245 -0.5802
C -0.6185 0.9763 0.7327
C 0.2280 -0.6197 1.0461
O 0.2642 0.0464 -0.9557
H 0.2033 0.4613 0.0935
H 0.0929 0.5080 0.1184
H 0.2010 0.1878 0.0681
H -0.0305 -0.3058 0.1416
H 0.3391 0.0531 -0.4204
H -0.2497 0.2213 -0.3211
H 0.2172 0.1831 -0.0628
H -0.3106 -0.0313 -0.0157
C -1.2735 -1.0289 -0.3144
C -0.2909 -0.2337 0.8994
C -0.2097 -0.2708 -0.0202
O 0.9055 0.1321 -1.4013
H 0.1811 0.1473 0.0247
H 0.2164 0.4332 0.2452
H 0.5210 0.1396 0.0506
H 0.1482 0.0602 0.4077
H -0.4729 0.2052 -0.0862
H -0.0430 0.1780 0.0840
H -0.1826 0.1122 -0.0313
H 0.4625 0.1094 0.2504
C 0.3426 0.4565 -0.3211
C 0.6256 -0.5986 0.1326
C 0.9020 -0.2031 0.2512
O -0.1873 0.6284 0.1234
H -0.2263 -0.2308 -0.0420
H -0.1155 -0.1067 0.2812
H 0.0013 0.1324 0.1200
H -0.3577 0.2561 -0.2899
H -0.4856 -0.0892 -0.3958
H 0.0008 0.1146 0.2998
H -0.6506 0.0439 0.0067
H 0.2734 -0.5656 -0.1870

Computed properties:
* relative energy (zero: lowest compared OMol25 entry of this formula, charge and spin): 56.2 kcal per mole
* strongest force on any atom: 0.049 Eh/bohr
* SMILES: CC(C)O.CC(C)O.CC(C)O.CC(C)O.CC(C)O.CC(C)O.CC(C)O.CC(C)O.CC(C)O.CC(C)O.CC(C)O
* multiplicity: 1